1.
The following is a quantum chemistry calculation of a molecular structure, C24H66AgCsN6O14S2 in a non-equilibrium geometry, from OMol25.

Values from the calculation:
* charge: -1
* total energy: -89781.3756 eV
* multiplicity: 2
* HOMO (spin up / spin down): -5.12 / -4.95 eV
* LUMO level (spin up / spin down): 1.90 / 1.90 eV
* relative energy (zero: lowest compared OMol25 entry of this formula, charge and spin): 0.0 kJ/mol
* expectation value of S²: 0.754

Geometry (Å):
Ag1 24.8233 -26.9978 -23.9010
Cs1 23.5536 -26.8822 -19.5350
S1 22.1380 -27.2970 -23.0944
O1 21.5136 -28.6102 -23.3399
O2 23.3831 -27.5107 -22.3009
O3 22.6877 -26.6832 -24.3131
O4 21.2621 -26.3307 -22.4441
S2 25.6770 -24.8624 -22.2039
O5 26.8687 -24.0420 -22.3698
O6 25.0196 -24.8242 -23.5768
O7 25.9341 -26.2907 -22.0740
O8 24.8019 -24.3181 -21.1711
C1 26.0453 -31.1939 -24.8025
C2 26.0031 -29.7576 -24.2555
C3 27.0926 -28.8863 -24.9030
O9 26.9826 -27.5304 -24.4759
C4 28.2343 -26.8635 -24.4890
N1 24.7091 -29.1542 -24.6263
H1 26.9723 -31.7018 -24.5185
H2 26.0028 -31.2752 -25.8907
H3 25.1739 -31.7088 -24.3987
H4 26.1344 -29.7407 -23.1736
H5 27.2352 -28.9467 -25.9876
H6 28.0275 -29.2911 -24.4836
H7 28.0766 -25.8419 -24.1397
H8 28.6170 -26.7503 -25.5097
H9 28.9146 -27.3929 -23.8193
H10 24.5839 -29.3112 -25.6260
H11 23.9290 -29.7389 -24.3119
C5 19.1517 -31.4945 -22.5134
C6 18.2458 -30.2857 -22.6267
C7 16.8624 -30.4572 -22.0643
O10 16.2064 -31.5211 -22.7419
C8 14.8147 -31.4863 -22.5861
N2 18.9106 -29.1036 -22.0323
H12 18.6572 -32.3551 -22.9764
H13 19.2178 -31.8418 -21.4756
H14 20.1418 -31.3807 -22.9373
H15 18.1346 -30.1422 -23.7051
H16 16.2070 -29.5825 -21.9991
H17 16.9341 -30.7124 -20.9913
H18 14.3625 -32.3375 -23.1020
H19 14.3278 -30.6443 -23.0918
H20 14.5437 -31.5744 -21.5296
H21 18.5131 -28.2873 -22.4973
H22 19.8384 -29.1258 -22.4644
C9 21.4670 -31.4715 -19.1345
C10 22.3880 -30.5394 -19.9088
C11 23.1809 -31.1129 -21.0697
O11 24.0658 -32.1103 -20.6015
C12 24.5817 -32.9632 -21.5981
N3 21.6006 -29.3308 -20.2206
H23 21.0039 -30.9656 -18.2880
H24 22.0198 -32.2699 -18.6338
H25 20.7334 -31.8470 -19.8489
H26 23.1433 -30.1692 -19.2084
H27 23.8115 -30.3815 -21.5936
H28 22.4745 -31.4932 -21.8256
H29 23.8359 -33.0991 -22.3861
H30 24.8579 -33.9099 -21.1347
H31 25.5015 -32.5332 -22.0115
H32 20.7357 -29.6297 -20.6670
H33 22.1014 -28.8752 -20.9781
C13 26.3653 -26.3559 -27.8900
C14 25.2816 -25.5476 -27.1711
C15 24.2672 -24.8854 -28.1082
O12 23.4878 -25.8523 -28.7604
C16 22.4549 -25.2646 -29.5375
N4 24.6270 -26.4470 -26.2112
H34 26.7781 -25.6941 -28.6551
H35 25.9291 -27.2701 -28.2960
H36 27.1583 -26.6293 -27.1969
H37 25.8175 -24.7702 -26.6189
H38 24.8419 -24.2917 -28.8397
H39 23.7216 -24.1247 -27.5378
H40 21.7998 -26.0568 -29.8968
H41 22.9775 -24.7557 -30.3527
H42 21.7760 -24.5707 -29.0332
H43 23.7351 -26.0374 -25.9081
H44 24.1176 -27.1002 -26.8216
C17 19.9984 -30.6220 -26.1050
C18 21.5075 -30.6887 -26.2536
C19 21.9615 -29.4025 -26.9827
O13 23.3265 -29.3385 -27.3252
C20 23.8360 -30.3016 -28.2104
N5 22.1619 -30.8480 -24.9266
H45 19.5750 -30.6025 -27.1184
H46 19.6588 -29.7126 -25.6134
H47 19.5523 -31.4927 -25.6350
H48 21.8888 -31.5095 -26.8660
H49 21.6558 -28.4998 -26.4525
H50 21.4323 -29.3749 -27.9499
H51 23.5662 -31.3214 -27.9208
H52 24.9227 -30.2426 -28.1922
H53 23.4344 -30.0930 -29.2093
H54 21.7376 -30.0687 -24.3673
H55 21.8488 -31.6896 -24.4562
C21 19.0962 -24.1114 -19.6618
C22 18.5332 -25.3988 -20.2527
C23 18.1999 -25.1708 -21.7166
O14 17.5933 -26.2747 -22.3721
C24 16.3297 -26.6315 -21.8812
N6 19.5746 -26.4289 -20.0237
H56 19.3241 -24.2336 -18.6012
H57 18.3273 -23.3282 -19.6657
H58 19.9923 -23.7072 -20.1337
H59 17.7061 -25.7586 -19.6326
H60 19.1140 -24.9598 -22.2755
H61 17.5374 -24.3082 -21.8919
H62 15.6371 -25.7816 -21.9410
H63 16.4064 -27.0524 -20.8747
H64 15.9264 -27.3921 -22.5517
H65 20.2534 -26.1992 -20.7592
H66 19.1671 -27.2793 -20.4212

=====

2.
The following is a quantum chemistry calculation of a molecular structure, C24H66BF4O10V in a non-equilibrium geometry, from OMol25.

Values from the calculation:
* charge: -1
* total energy: -83676.6012 eV
* multiplicity: 4
* HOMO (spin up / spin down): -3.49 / -4.69 eV
* LUMO level (spin up / spin down): 2.19 / 2.17 eV
* expectation value of S²: 3.755

Geometry (Å):
V1 29.5855 -13.5945 0.8169
O1 27.4575 -13.5110 0.8272
H1 26.9137 -13.1877 1.5440
O2 29.3181 -14.5279 -1.0195
H2 30.0539 -14.9672 -1.4538
B1 29.1639 -16.7137 2.4618
F1 30.3137 -17.5089 2.3762
F2 28.9762 -16.4071 3.8122
F3 29.3514 -15.4604 1.7907
F4 28.0646 -17.3975 1.9338
C1 30.7971 -18.6724 -1.6885
C2 31.6017 -19.8575 -1.1544
C3 32.7002 -19.4330 -0.1643
O3 30.7361 -20.7855 -0.5353
H3 30.0325 -19.0533 -2.3645
H4 31.4469 -17.9681 -2.2113
H5 30.2931 -18.1663 -0.8630
H6 32.1156 -20.3843 -1.9637
H7 33.4452 -18.8590 -0.7152
H8 33.1727 -20.3139 0.2764
H9 32.2689 -18.8954 0.6834
H10 30.5700 -20.5100 0.3816
C4 28.4708 -15.8370 8.3523
C5 28.9282 -16.4667 7.0438
C6 29.5519 -17.8463 7.2382
O4 27.7862 -16.5951 6.1901
H11 28.1423 -16.5613 9.0988
H12 27.6953 -15.0932 8.1712
H13 29.2826 -15.2749 8.8265
H14 29.6122 -15.7893 6.5247
H15 28.8530 -18.6730 7.3647
H16 30.2998 -17.7848 8.0338
H17 30.0843 -18.1656 6.3361
H18 28.0754 -16.3755 5.2869
C7 26.7016 -18.9120 -0.9104
C8 25.6218 -17.9310 -0.4348
C9 24.9240 -18.4512 0.8283
O5 26.3522 -16.7625 -0.0440
H19 27.1837 -18.5672 -1.8246
H20 26.2747 -19.8976 -1.1426
H21 27.4521 -19.0493 -0.1345
H22 24.9064 -17.6582 -1.2100
H23 24.6052 -19.4968 0.7041
H24 24.0050 -17.8970 1.0226
H25 25.5578 -18.4920 1.7132
H26 26.9289 -17.0549 0.6867
C10 34.4985 -16.8353 4.9501
C11 33.5665 -17.4044 3.9112
C12 33.3880 -18.9090 4.1530
O6 32.2768 -16.8003 4.0794
H27 34.7330 -15.7849 4.7515
H28 35.4503 -17.3606 5.0192
H29 34.0171 -16.8543 5.9298
H30 33.9260 -17.2345 2.8930
H31 32.7580 -19.0786 5.0266
H32 34.3479 -19.3884 4.3473
H33 32.9064 -19.3320 3.2692
H34 31.6055 -17.3787 3.6788
C13 32.6952 -12.4809 5.0932
C14 32.5980 -13.9775 5.1902
C15 32.5959 -14.4857 6.6274
O7 31.3309 -14.2863 4.5981
H35 33.6368 -12.1601 5.5488
H36 31.8666 -12.0420 5.6510
H37 32.6904 -12.1063 4.0704
H38 33.4419 -14.4704 4.6933
H39 33.4983 -14.1515 7.1480
H40 32.5917 -15.5753 6.6794
H41 31.7350 -14.1022 7.1782
H42 31.2851 -15.2545 4.4913
C16 28.1284 -13.1130 4.7740
C17 28.5542 -12.2399 3.6056
C18 28.8605 -10.8267 4.0853
O8 29.6831 -12.8321 2.9674
H43 27.3413 -12.6008 5.3399
H44 28.9099 -13.1982 5.5356
H45 27.7669 -14.0948 4.5047
H46 27.7311 -12.2040 2.8966
H47 29.5162 -10.8175 4.9596
H48 27.9787 -10.2566 4.3857
H49 29.2814 -10.2902 3.2319
H50 30.2683 -13.1881 3.6687
C19 28.9809 -20.4381 4.3676
C20 28.9287 -20.9729 2.9254
C21 27.5646 -20.7434 2.2565
O9 29.8902 -20.1984 2.2088
H51 29.9167 -20.7132 4.8543
H52 28.0949 -20.7442 4.9284
H53 28.9741 -19.3455 4.3637
H54 29.2027 -22.0257 2.8596
H55 27.5304 -21.0728 1.2190
H56 27.3955 -19.6656 2.2538
H57 26.7372 -21.1999 2.8048
H58 29.6409 -19.2553 2.2494
C22 32.6628 -16.0184 0.2890
C23 32.4478 -14.9204 1.3042
C24 33.8060 -14.3982 1.8177
O10 31.7612 -13.8212 0.7082
H59 31.7099 -16.5505 0.2186
H60 33.3438 -16.8126 0.5965
H61 32.9432 -15.6564 -0.7008
H62 31.8795 -15.2865 2.1575
H63 34.1856 -15.0715 2.5946
H64 33.7336 -13.4291 2.3104
H65 34.5527 -14.4614 1.0231
H66 32.3475 -13.4333 0.0510

=====

> Look up the total energy of the first one.

-89781.3756 eV

=====

> Among the records above, which one has the lowest expectation value of S²?

C24H66AgCsN6O14S2